11
Properties=species:S:1:pos:R:3:forces:R:3:nbo_charge:R:1 method="wB97M-V/def2-TZVPD" e_tot_ev=-27928.570 gap_ha=0.349 e_above_lowest_kcal_mol=36.7 e_lumo_ev=-0.2
C 1.985467 3.216839 -0.013578 -0.35 2.40 1.48 0.51
C 4.230795 0.056472 0.114721 0.48 -0.32 -0.29 -0.36
C -2.449568 -1.664885 0.263142 3.05 0.86 -3.93 -0.37
C -3.153786 -0.838352 -0.523284 4.40 -1.32 -2.86 -0.37
O 1.946235 4.178521 0.613623 0.15 -2.31 -1.48 -0.51
S 3.970342 -1.474029 0.252042 -0.16 0.59 0.10 0.18
S 4.637520 1.538543 -0.113952 -0.13 -0.37 0.20 0.18
H -2.817938 -1.919122 1.158603 -1.44 -0.93 3.25 0.18
H -1.381755 -2.095846 0.073659 -2.16 0.99 -0.08 0.19
H -4.048241 -0.541429 -0.228708 -4.01 1.34 1.52 0.17
H -2.919074 -0.456715 -1.596271 0.17 -0.93 2.11 0.19